No. 1
{
  "formula": "C17H39O2P3Ru",
  "method": "ωB97M-V with the def2-TZVPD basis set",
  "symbols": ["Ru", "P", "P", "P", "H", "C", "C", "H", "C", "C", "C", "C", "C", "C", "C", "C", "C", "H", "H", "H", "H", "H", "H", "H", "H", "H", "H", "H", "H", "H", "H", "H", "H", "H", "H", "H", "H", "H", "H", "H", "H", "H", "H", "H", "H", "H", "C", "C", "C", "C", "C", "C", "O", "H", "H", "H", "H", "H", "H", "O", "H", "H"],
  "positions_angstrom": [[-0.117297, 0.356146, 0.831630], [1.158087, -0.442019, 2.514417], [1.409551, 1.998998, 0.619005], [-0.890054, -1.913173, 0.577606], [0.317168, 3.149024, -3.286014], [-0.513058, 2.425244, -3.136121], [-1.492996, 2.684461, -2.253770], [-1.514948, 3.676336, -1.772823], [2.471726, -1.580086, 1.899388], [2.158877, 0.671226, 3.613732], [0.404128, -1.362066, 3.921028], [1.181854, 3.068922, -0.805968], [1.122825, 3.218138, 1.988342], [3.214222, 1.633059, 0.487058], [-2.496499, -2.094195, -0.303807], [-1.306681, -3.032414, 1.981741], [0.263934, -2.919283, -0.424543], [-0.594969, 1.656716, -3.920251], [-2.445534, 2.148223, -2.207232], [3.281982, -1.601652, 2.638318], [2.877587, -1.221230, 0.947301], [2.091794, -2.599369, 1.759822], [2.881040, 0.058590, 4.172594], [1.471586, 1.128587, 4.336422], [2.710443, 1.466265, 3.104957], [0.522312, -2.447054, 3.826184], [-0.659917, -1.115776, 4.009603], [0.896320, -1.058516, 4.851663], [1.881819, 3.911833, -0.829631], [0.152623, 3.448851, -0.810603], [1.329433, 2.449111, -1.692995], [1.988777, 3.888065, 2.084330], [0.939540, 2.727278, 2.952158], [0.237656, 3.815076, 1.728311], [3.736017, 2.524966, 0.110720], [3.340759, 0.824088, -0.245593], [3.672694, 1.328650, 1.434401], [-3.093340, -2.921308, 0.101256], [-2.356379, -2.247868, -1.381930], [-3.039522, -1.157203, -0.138039], [-2.036986, -3.773741, 1.637859], [-1.771407, -2.441670, 2.777705], [-0.436885, -3.563740, 2.382425], [-0.282996, -3.350826, -1.265319], [0.687818, -3.711077, 0.198077], [1.057849, -2.277305, -0.805917], [-1.421347, -0.125428, -2.507871], [-0.274051, -0.746067, -3.087188], [-0.415845, -1.456639, -4.267714], [-1.659602, -1.518469, -4.891185], [-2.779012, -0.866977, -4.351196], [-2.686640, -0.199562, -3.155605], [-1.364562, 0.509873, -1.378270], [0.395997, 0.402897, -0.728218], [0.690766, -0.615266, -2.584071], [0.455696, -1.986067, -4.669422], [-1.756198, -2.081233, -5.819599], [-3.751984, -0.924389, -4.836745], [-3.533331, 0.252094, -2.645964], [-1.981804, 0.950021, 2.148394], [-2.613875, 1.495175, 1.646650], [-1.715138, 1.483756, 2.920493]],
  "atomic_forces_ev_per_a": [[-3.1359, 0.9061, -1.0022], [2.6362, -1.1995, 1.5366], [1.8430, 1.2176, 0.7298], [-0.2797, -2.2063, -0.2736], [-0.6782, -0.5850, 0.1071], [2.2590, 0.6594, -2.9237], [-2.9870, 1.9367, 0.9861], [0.1394, -0.6197, 0.1351], [-0.1996, 0.1350, -0.2184], [-0.2213, 0.6525, -0.3300], [-0.6453, -0.0021, -0.1428], [-0.3183, 0.1763, -0.5146], [-0.1978, -0.2218, -0.0484], [-0.2890, -0.1082, -0.1061], [-0.1959, 0.8213, -0.1704], [0.0766, 0.3309, 0.3776], [0.0575, 0.2652, -0.0546], [0.1328, 0.2714, 0.5652], [0.5205, 0.3541, -0.1139], [-0.2123, -0.0885, -0.1318], [-0.0499, -0.1042, 0.1988], [0.0590, 0.2606, 0.0520], [-0.3454, -0.0261, -0.2401], [0.2297, -0.0218, -0.0724], [-0.1379, -0.2664, 0.2626], [-0.0603, 0.3709, -0.0832], [0.1778, -0.1458, 0.1581], [-0.0413, 0.0385, -0.3060], [-0.0965, -0.1181, 0.0635], [0.4293, 0.0628, 0.2477], [0.3020, 0.0319, 0.0230], [-0.1722, -0.1407, -0.0503], [0.1035, 0.2659, -0.3623], [0.2473, -0.0729, 0.0512], [-0.1833, -0.1788, 0.1857], [0.0307, 0.2118, 0.1722], [-0.1458, 0.0704, -0.3472], [0.2894, 0.2369, -0.1575], [-0.0554, -0.0355, 0.3266], [-0.2995, -0.2485, -0.1654], [0.2963, 0.1491, -0.0071], [-0.0111, -0.3068, -0.0994], [-0.1783, 0.2066, -0.1402], [0.0818, -0.2276, 0.0993], [0.0148, 0.0056, -0.3014], [0.1176, -0.2315, 0.0607], [-0.1685, 0.4109, 2.2319], [0.2890, 1.0477, 1.6069], [0.0140, -1.1953, -1.3670], [-0.0605, -0.2567, -0.8215], [-0.3736, -1.2665, -2.0446], [0.5274, 0.8063, 1.9065], [-0.3603, -0.8332, -0.8820], [1.6294, -1.0316, 1.6588], [-0.2990, -0.1238, -0.2964], [-0.3754, 0.1285, -0.0764], [-0.0590, 0.1098, 0.1481], [0.1494, -0.1289, -0.1560], [-0.0987, -0.0920, -0.2194], [0.7211, 0.2822, 0.0289], [0.0387, -0.1593, 0.3931], [-0.4810, -0.1798, -0.0870]],
  "total_charge": 4,
  "lumo_ev": [-13.15, -17.79],
  "mol_weight_g_mol": 469.5,
  "de_lowest_kcal_mol": 122.1,
  "spin_multiplicity": 5,
  "homo_ev": [-20.85, -20.67],
  "gap_ha": [0.283, 0.106]
}

***

No. 2
{
  "formula": "C4H12N2O",
  "method": "ωB97M-V with the def2-TZVPD basis set",
  "symbols": ["C", "C", "C", "C", "N", "N", "O", "H", "H", "H", "H", "H", "H", "H", "H", "H", "H", "H", "H"],
  "positions_angstrom": [[0.399545, -1.283890, -2.902140], [0.019111, 2.416907, 3.141418], [-0.498427, -0.295223, 0.685732], [0.268112, -0.410806, -0.656830], [0.014654, 0.842505, 1.348640], [-0.166173, -1.519630, -1.485216], [-0.515497, 1.185482, 2.394432], [1.462760, -1.295377, -2.933388], [0.260247, -2.067105, -3.693393], [0.042331, -0.235982, -3.291728], [-0.858287, 2.944266, 3.407200], [0.331111, 1.995613, 4.184707], [0.665808, 2.934530, 2.470306], [-0.525112, -1.164273, 1.372614], [-1.544573, -0.244648, 0.452271], [0.179123, 0.481585, -1.222245], [1.269237, -0.398846, -0.378535], [-1.185155, -1.570430, -1.524863], [0.381184, -2.314676, -1.368982]],
  "atomic_forces_ev_per_a": [[-1.2889, 2.2264, -2.7583], [0.1873, -1.8325, 2.0036], [-0.5956, -1.2259, -0.5937], [-1.0138, 0.5703, 2.0123], [0.6495, 1.7300, 0.7023], [0.8049, 1.8566, -2.8745], [-0.3866, -0.5956, -0.1034], [1.0807, 0.4331, 1.0941], [-1.1830, 0.3376, 1.2119], [0.5380, -2.2076, 0.7218], [-1.1789, 0.6451, -0.3072], [0.2503, 0.5406, -2.2264], [0.7888, 0.1544, -0.0757], [0.6779, 0.0895, -0.1729], [-1.0686, 0.7963, 0.2595], [-0.6324, 0.9603, -0.4589], [2.1381, -0.9081, -0.1187], [0.1296, -0.8438, 0.0088], [0.1026, -2.7265, 1.6753]],
  "total_charge": 2,
  "lumo_ev": -10.75,
  "mol_weight_g_mol": 104.2,
  "de_lowest_kcal_mol": 121.5,
  "spin_multiplicity": 1,
  "homo_ev": -20.74,
  "gap_ha": 0.367
}

***

| no. | largest force on an atom (Eh/bohr) | total energy (eV) |
| --- | --- | --- |
| 1 | 0.073 | -52755.278 |
| 2 | 0.073 | -9347.884 |